DFT (ωB97M-V/def2-TZVPD) results for 21 unconnected molecules or ions with the total composition H43O21.

Calculated values
HOMO level ... -13.3 eV
HOMO-LUMO gap ... 10.9 eV
Maximum force ... 0.131 hartree/bohr
Charge ... +1
Calculated total energy ... -1605.584953 a.u.
LUMO level ... -2.4 eV

Last column: Löwdin charge in e.
Geometry (Å):
O (-1.6529, -2.4113, -1.4164)  -0.07
H (-1.1604, -3.0700, -0.9441)  0.00
H (-1.1055, -2.0029, -2.1644)  0.06
O (-1.5704, -0.0074, -0.5781)  -0.03
H (-0.8599, 0.3885, -0.9150)  -0.05
H (-1.7299, -0.9617, -0.9445)  0.03
O (-2.9286, 1.6268, 0.5239)  0.11
H (-2.9031, 1.3088, 1.5798)  0.10
H (-2.8470, 0.8553, 0.0067)  0.03
O (1.5292, 1.6475, 0.2102)  -0.10
H (-0.2239, 3.1057, 0.0589)  0.02
H (1.6990, 1.8399, 1.2227)  0.03
O (0.4381, 1.0413, -2.5530)  -0.05
H (0.5645, 1.6531, -3.2975)  0.09
H (1.3291, 0.9316, -2.1909)  0.03
O (0.9443, 3.8100, -1.1027)  -0.11
H (1.3401, 4.7408, -1.3670)  0.14
H (1.7015, 3.2239, -1.1395)  -0.02
O (-1.0200, 3.4267, 0.5231)  -0.07
H (-2.3057, 2.4353, 0.4907)  0.10
H (-1.3025, 4.1948, -0.0692)  0.14
O (0.1106, 3.0388, 3.0837)  -0.09
H (-0.3137, 2.2324, 3.4930)  0.06
H (-0.3744, 3.0213, 2.1863)  0.04
O (-0.2244, -4.3272, -0.0835)  -0.04
H (-0.2076, -4.0069, 0.8094)  -0.02
H (-0.5243, -5.2360, 0.0747)  0.09
O (-0.2103, -3.6992, 2.5010)  -0.02
H (0.0205, -2.7168, 2.4307)  0.08
H (0.1995, -3.9495, 3.2648)  0.02
O (-0.9448, -0.7911, 2.8222)  -0.09
H (-1.4577, -1.1782, 2.0322)  0.08
H (-0.2086, -0.3586, 2.2541)  0.10
O (2.9010, -1.7403, -2.8666)  -0.07
H (3.1391, -2.4629, -2.3403)  -0.03
H (1.8794, -1.8803, -2.8925)  0.10
O (-4.2570, -0.2980, 1.9322)  0.00
H (-4.0113, -0.9701, 1.3142)  -0.02
H (-5.1500, -0.3575, 1.8377)  0.01
O (2.2020, 1.7231, 2.6325)  -0.06
H (3.2107, 1.9539, 2.6395)  0.15
H (1.8117, 2.4878, 3.0225)  0.00
O (-0.5718, -1.1190, -3.6566)  -0.02
H (-0.2851, -0.2543, -3.3160)  0.00
H (-1.1800, -1.1152, -4.3341)  0.02
O (2.2920, -1.3289, -0.0276)  -0.02
H (1.5869, 0.7339, 0.0849)  -0.03
O (-3.9401, -1.8808, -0.0800)  -0.06
H (-3.4369, -2.6683, -0.3320)  0.06
H (-4.8454, -1.8021, -0.5010)  0.12
O (2.5450, -3.7918, -1.0830)  -0.05
H (3.1407, -4.3931, -1.4926)  0.05
H (1.6712, -4.2364, -1.0349)  0.05
O (3.7064, 3.1469, -0.5072)  -0.01
H (4.1237, 2.8742, -1.2987)  0.02
H (3.2749, 2.3849, -0.2007)  -0.03
O (3.1895, 0.9936, -3.0210)  -0.07
H (3.2733, 0.0004, -3.2807)  0.07
H (3.5944, 1.3946, -3.7535)  0.02
O (-2.5762, 1.3536, 3.0333)  -0.06
H (-3.3650, 1.6878, 3.5174)  0.12
H (-2.5065, 0.3585, 3.2314)  0.08
H (1.8312, -2.1653, -0.0675)  0.01
H (3.2190, -1.3262, 0.0329)  0.04

Atomic forces in eV per Å
O -0.1 1.3 -1.7
H 1.0 -0.9 0.3
H -0.7 -1.1 0.4
O -4.9 -4.2 1.9
H 4.6 2.4 -2.5
H 0.6 1.6 0.7
O -1.8 3.0 4.6
H -0.1 0.9 -1.3
H 1.5 -1.7 -2.1
O -0.4 2.5 1.3
H 0.3 0.1 -0.2
H 0.0 -0.9 -1.7
O -0.3 0.2 -0.2
H 0.0 -0.1 0.5
H 0.2 0.1 -0.2
O 0.8 3.6 -1.5
H -1.2 -2.9 0.9
H 0.5 -0.2 0.2
O -1.6 1.2 -1.1
H 0.5 -1.1 -0.8
H 0.7 -1.3 1.4
O -2.2 -1.5 -1.1
H 0.6 1.3 -0.2
H 1.1 0.7 1.7
O -0.1 -0.9 -1.2
H 0.3 0.4 1.5
H 0.0 0.1 -0.5
O -1.1 3.3 -3.4
H -0.6 -1.7 0.5
H 1.7 -1.4 3.3
O 0.9 -0.2 -3.8
H 0.6 0.6 1.7
H -1.4 -0.5 1.6
O -3.5 1.3 -1.9
H 0.7 -1.6 1.4
H 2.6 0.6 -0.2
O 3.0 0.8 1.2
H 0.9 -1.2 -1.0
H -4.2 0.2 0.1
O 4.4 -0.5 -0.1
H -2.6 -0.9 -0.1
H -1.2 1.2 0.7
O 2.1 -1.3 2.7
H -0.1 0.5 -0.3
H -2.0 0.5 -2.2
O -2.9 1.9 0.4
H 0.3 -2.6 0.0
O -1.5 0.4 -0.3
H -0.6 0.2 -0.6
H 1.9 -0.8 0.4
O -1.3 0.1 0.5
H 0.7 -1.1 -0.4
H 0.5 0.2 0.0
O 0.6 2.2 0.3
H 0.9 -0.4 -1.3
H -1.2 -1.8 0.8
O -0.4 -3.0 0.6
H -0.3 1.8 1.2
H 0.8 1.3 -1.5
O -0.4 -1.1 0.8
H 0.7 -0.4 -0.4
H -0.1 2.0 -0.2
H 1.1 -0.4 -0.1
H 1.6 -1.0 0.0

---

DFT (ωB97M-V/def2-TZVPD) results for 22 unconnected molecules or ions with the total composition H44O22.

Calculated values
HOMO level ... -11.0 eV
HOMO-LUMO gap ... 11.0 eV
Maximum force ... 0.069 hartree/bohr
Charge ... 0
Calculated total energy ... -1681.750431 a.u.
LUMO level ... 0.0 eV

Last column: Löwdin charge in e.
Geometry (Å):
O (0.3106, -1.7669, 1.1940)  -0.01
H (0.9982, -2.4079, 1.1870)  0.00
H (-0.3159, -2.0976, 1.8036)  0.02
O (-1.0121, -5.0711, -3.1343)  -0.05
H (-0.2620, -5.4766, -3.5117)  0.02
H (-0.5851, -4.2487, -2.8413)  0.01
O (1.3269, -4.2150, 0.7413)  -0.12
H (1.1822, -5.1289, 1.1023)  0.09
H (2.3832, -4.1598, 0.8503)  0.09
O (-0.2499, -2.9949, -1.4825)  -0.07
H (0.2197, -3.4468, -0.7263)  0.05
H (-0.8266, -2.3509, -1.0662)  0.02
O (1.4061, 4.2148, 2.0585)  -0.01
H (1.0844, 3.4020, 2.4312)  0.02
H (1.6603, 3.8937, 1.2176)  0.00
O (4.1438, -3.6477, 0.6996)  -0.06
H (3.9199, -2.8692, 0.1767)  -0.01
H (4.3806, -3.2490, 1.5560)  0.07
O (3.3091, -1.5899, -0.9213)  -0.11
H (4.1005, -1.1241, -1.2044)  0.06
H (2.5892, -1.1431, -1.5296)  0.05
O (-3.0582, -4.3376, -1.2492)  -0.05
H (-3.3328, -5.1860, -1.6104)  0.06
H (-2.2045, -4.1617, -1.6714)  0.00
O (1.5327, -0.7940, -2.7052)  -0.05
H (1.3632, 0.1682, -2.8052)  0.02
H (0.7510, -1.3214, -2.4994)  0.03
O (-1.8351, 4.5786, -0.6643)  -0.08
H (-1.7469, 4.4138, 0.3277)  0.03
H (-2.3530, 5.3739, -0.7393)  0.03
O (-1.0055, 1.8313, -1.2329)  -0.05
H (-1.7610, 2.4141, -1.0424)  0.05
H (-1.3848, 0.9763, -1.3997)  0.00
O (-2.0803, 3.2131, 6.6167)  -0.05
H (-2.3193, 3.5376, 7.4617)  0.01
H (-1.9204, 3.9491, 6.0041)  0.05
O (-1.5729, -1.5150, 3.5950)  -0.09
H (-1.3807, -0.5857, 3.3763)  0.00
H (-2.4853, -1.4829, 4.0355)  0.09
O (2.7441, 3.0588, -0.7052)  -0.04
H (2.8645, 2.2642, -0.1253)  0.03
H (3.5739, 3.4861, -0.7945)  0.04
O (-2.2719, -0.7400, -1.8670)  -0.02
H (-2.4159, -0.5266, -2.7566)  0.04
H (-3.1188, -1.0409, -1.4858)  0.03
O (3.0967, 0.6574, 0.9249)  -0.08
H (3.1061, -0.2519, 0.5797)  0.01
H (2.2919, 0.6296, 1.5153)  0.05
O (-1.0923, 1.7109, 3.3934)  -0.08
H (-0.4547, 1.4540, 2.6940)  -0.01
H (-0.6956, 1.7034, 4.2855)  0.07
O (0.8982, 2.7967, -6.0156)  -0.04
H (1.3170, 2.4787, -5.2159)  0.00
H (0.3506, 2.0470, -6.1773)  0.01
O (-1.5431, 4.3011, 2.2328)  -0.08
H (-1.4972, 3.5001, 2.7537)  -0.01
H (-0.5915, 4.5492, 2.0463)  0.04
O (-4.6972, -2.0504, -1.2375)  -0.05
H (-4.1538, -2.8039, -1.3754)  -0.03
H (-4.7924, -1.9806, -0.2630)  0.08
O (0.3503, 1.0981, 1.2414)  -0.11
H (0.0306, 1.5631, 0.4071)  0.07
H (0.2015, 0.0865, 1.2215)  0.06
O (1.3312, 1.9418, -2.8559)  -0.05
H (1.8184, 2.3614, -2.1605)  -0.01
H (0.3804, 2.1120, -2.6583)  0.05

Atomic forces in eV per Å
O -0.1 2.1 -0.9
H 0.9 -1.1 -0.1
H -1.3 -0.6 1.3
O -0.6 1.0 0.4
H 1.1 -1.4 -0.9
H -0.4 0.3 0.3
O 3.0 -1.6 1.0
H -0.2 1.3 -0.5
H -2.4 0.1 -0.7
O 0.7 -0.7 0.7
H -0.4 0.6 -0.9
H -0.2 0.4 0.1
O -0.5 0.6 1.1
H -0.2 -0.6 0.8
H 0.8 -0.1 -2.0
O -0.1 0.0 1.2
H -0.3 0.3 -0.8
H 0.0 -0.4 -0.3
O -0.9 1.1 -0.6
H 0.3 -0.1 -0.1
H 0.7 -1.1 0.6
O -0.1 0.2 0.1
H 0.1 0.0 -0.1
H -0.1 -0.2 0.1
O 0.5 -0.1 0.0
H -0.3 -0.1 0.1
H -0.2 0.2 0.0
O 0.5 -0.9 1.5
H -0.3 0.4 -1.4
H -0.3 0.4 0.0
O 0.2 1.0 0.4
H 0.4 0.2 -0.2
H -0.5 -1.1 -0.1
O 0.6 -0.6 -1.8
H -0.3 0.8 1.1
H -0.2 -0.2 0.6
O -1.8 0.3 0.7
H -0.3 -0.1 0.3
H 2.1 0.0 -1.0
O -1.5 -1.2 0.7
H 0.2 0.4 -0.4
H 1.2 0.5 0.0
O 0.8 -0.3 2.3
H -0.6 0.3 -2.0
H -0.2 0.0 -0.4
O -1.0 -0.3 1.1
H 0.2 0.2 -0.4
H 1.0 0.5 -1.0
O -0.2 0.0 0.9
H 0.2 0.1 0.1
H -0.1 -0.1 -0.8
O 0.4 0.4 0.2
H 0.6 0.4 0.7
H -0.9 -0.7 -0.7
O 1.2 1.2 -0.9
H 0.0 -0.7 0.3
H -1.2 -0.3 0.5
O -0.9 1.9 1.2
H 0.9 -1.9 -0.1
H 0.0 -0.2 -0.9
O -0.5 -0.9 -0.3
H 0.1 -1.3 0.9
H 0.3 1.8 -0.7
O -1.6 -0.7 -1.3
H 0.7 0.7 1.0
H 0.8 0.0 0.1

---

DFT (ωB97M-V/def2-TZVPD) results for a molecular structure, H48LiO24.

Calculated values
HOMO level ... -12.1 eV
HOMO-LUMO gap ... 8.7 eV
Maximum force ... 0.024 hartree/bohr
Charge ... +1
Calculated total energy ... -1841.992665 a.u.
LUMO level ... -3.4 eV

Last column: Löwdin charge in e.
Geometry (Å):
Li (-0.0332, 0.1011, 0.4065)  0.67
O (3.3915, 0.7703, 1.7907)  -0.02
H (3.6772, 1.5762, 2.2211)  0.08
H (3.8763, 0.7540, 0.9655)  0.00
O (-4.1772, -0.6637, -1.0589)  -0.02
H (-4.8968, -0.5602, -1.6815)  0.07
H (-4.6056, -0.8809, -0.2309)  0.07
O (-2.5184, -2.7225, -2.2694)  -0.04
H (-3.2809, -2.2968, -1.8775)  0.01
H (-2.0814, -2.0270, -2.7608)  0.01
O (-1.6159, 0.8356, -0.7627)  -0.07
H (-2.0376, 1.4383, -0.1501)  0.00
H (-2.2957, 0.1966, -0.9768)  0.01
O (1.1610, 1.7605, -0.0719)  -0.06
H (2.1020, 1.8151, 0.0945)  0.02
H (1.0571, 2.0782, -0.9689)  0.00
O (-2.8875, -1.5833, 4.4085)  -0.03
H (-3.3999, -2.2917, 4.7984)  0.04
H (-2.1749, -2.0274, 3.9489)  -0.01
O (1.0170, -0.9483, -0.8791)  -0.07
H (1.7601, -0.6105, -1.3790)  0.04
H (1.0370, -1.8935, -1.0287)  0.03
O (-1.0696, 1.2596, 3.8861)  -0.04
H (-0.4332, 0.6070, 4.1781)  -0.03
H (-1.7568, 0.7497, 3.4573)  0.00
O (-1.5771, -3.6555, 2.5234)  -0.03
H (-1.7149, -4.1560, 3.3276)  0.06
H (-1.3331, -4.3121, 1.8710)  0.05
O (0.1885, 4.9379, 1.1376)  -0.06
H (0.3826, 4.4128, 0.3612)  0.00
H (0.5534, 4.4344, 1.8653)  -0.03
O (-0.5099, -0.8669, -3.2821)  -0.03
H (-0.2056, -0.6270, -2.4068)  0.01
H (0.0668, -1.5829, -3.5488)  0.06
O (-1.6422, -1.0229, 1.2687)  -0.06
H (-2.5304, -0.8141, 1.5578)  0.05
H (-1.4957, -1.9191, 1.5714)  0.01
O (-2.2967, 1.0489, -4.4890)  -0.04
H (-1.5823, 0.4693, -4.2246)  -0.03
H (-2.8756, 0.4936, -5.0113)  0.04
O (2.8993, -2.1532, -3.1110)  -0.02
H (3.4456, -1.4163, -2.8375)  0.04
H (3.2706, -2.4292, -3.9490)  0.07
O (1.2174, -3.8893, -1.7336)  -0.04
H (1.6053, -4.6103, -1.2376)  0.07
H (1.9069, -3.6158, -2.3386)  0.01
O (-1.3341, 4.5357, -2.2191)  -0.04
H (-1.9634, 4.0090, -1.7264)  0.02
H (-0.8178, 3.8962, -2.7096)  -0.02
O (5.3629, 0.4135, 0.0100)  -0.02
H (4.7853, 0.6260, -0.7231)  -0.01
H (5.3313, -0.5412, 0.0715)  0.06
O (1.5411, 3.9588, 3.3155)  -0.02
H (1.8184, 3.0968, 3.0053)  0.03
H (1.2264, 3.8036, 4.2061)  0.06
O (1.0927, -0.2492, 2.0830)  -0.11
H (1.9881, 0.0417, 1.9100)  -0.04
H (1.0597, -0.3732, 3.0315)  -0.02
O (0.9340, -0.5128, 4.8112)  -0.02
H (0.9389, -1.4453, 5.0272)  0.08
H (1.8594, -0.2736, 4.7596)  0.07
O (0.1986, 2.2907, -2.7699)  -0.03
H (-0.4719, 1.6538, -3.0169)  0.02
H (0.9176, 2.1316, -3.3814)  0.07
O (-2.8834, 2.2062, 1.2722)  -0.02
H (-2.9331, 2.7716, 0.5015)  0.05
H (-3.6113, 2.4899, 1.8253)  0.07
O (-1.3375, -4.9377, -1.0520)  -0.06
H (-1.7252, -4.3264, -1.6783)  -0.02
H (-0.4216, -4.6671, -0.9881)  -0.02
O (3.7341, 1.5420, -2.0003)  -0.01
H (3.5754, 1.2171, -2.8866)  0.06
H (3.5483, 2.4795, -2.0515)  0.08

Atomic forces in eV per Å
Li -0.2 0.2 0.6
O -0.2 0.5 0.4
H 0.2 0.2 0.3
H 1.0 -0.3 -0.3
O 0.3 -0.1 -0.1
H -0.2 0.2 -0.3
H -0.1 -0.1 0.3
O 0.0 -0.4 -0.2
H -0.3 0.2 0.3
H 0.3 0.3 -0.2
O 1.0 0.1 -0.6
H -0.1 -0.1 0.4
H -0.5 -0.3 0.0
O 0.0 -0.1 0.3
H 0.2 -0.1 0.4
H -0.6 0.2 -0.7
O 0.0 0.3 -0.1
H -0.3 -0.1 0.2
H 0.2 -0.1 -0.2
O -0.1 0.2 -0.1
H 0.2 0.3 0.1
H -0.1 -1.0 0.1
O -0.1 0.5 -0.1
H 0.0 -0.2 0.2
H -0.2 -0.1 -0.1
O 0.1 0.3 0.1
H -0.1 -0.2 0.2
H 0.0 -0.3 -0.5
O -0.3 0.2 -0.5
H -0.1 0.0 -0.3
H 0.1 0.0 0.6
O -0.3 0.2 -0.6
H 0.1 0.1 0.7
H 0.2 -0.3 -0.2
O 0.2 0.2 -0.2
H -0.2 0.2 0.1
H 0.1 -0.5 0.3
O -0.1 0.5 0.1
H 0.2 -0.6 0.0
H -0.2 -0.1 -0.2
O -0.2 0.1 0.0
H 0.3 0.1 0.1
H 0.1 -0.1 -0.4
O -0.2 0.3 0.3
H 0.2 -0.3 0.2
H 0.3 0.2 -0.3
O -0.1 0.5 0.2
H -0.1 0.0 0.0
H 0.2 -0.2 -0.1
O -0.1 0.0 0.2
H 0.0 0.4 -0.8
H 0.3 -0.4 0.2
O 0.4 0.0 0.0
H -0.1 -0.3 -0.1
H -0.3 0.0 0.3
O -0.9 -0.5 -0.7
H 0.5 0.3 -0.1
H -0.6 -0.2 0.2
O 0.1 0.0 0.0
H -0.1 -0.3 0.2
H 0.4 0.2 0.3
O 0.7 0.0 0.2
H -0.5 -0.2 0.1
H 0.1 0.1 -0.4
O 0.1 -0.3 -0.1
H -0.2 0.7 0.0
H -0.2 0.1 0.3
O 0.1 -0.7 0.8
H -0.3 0.5 -0.2
H -0.1 0.1 -0.3
O -0.3 -0.4 0.1
H 0.1 0.0 -0.3
H 0.1 0.5 0.1

---

DFT (ωB97M-V/def2-TZVPD) results for a molecular structure, H4N2O2S.

Calculated values
HOMO level (spin up / spin down) ... -8.3 / -7.9 eV
HOMO-LUMO gap (spin up / spin down) ... 8.5 / 8.2 eV
Maximum force ... 0.063 hartree/bohr
Charge ... 0
Calculated total energy ... -660.431361 a.u.
LUMO level (spin up / spin down) ... 0.1 / 0.2 eV

Last column: Löwdin charge in e.
Geometry (Å):
N (1.6970, -0.3268, 0.0686)  -0.24
N (-1.2069, 0.1433, 0.4709)  -0.17
O (0.9465, 1.9816, -0.6614)  -0.50
O (-1.9069, 1.2394, 0.0039)  -0.18
S (0.9181, 1.0905, 0.4603)  0.88
H (1.9566, -0.5541, -0.8569)  0.04
H (1.3140, -1.2096, 0.3399)  0.04
H (-1.2234, 0.1603, 1.5124)  0.04
H (-1.8555, 0.9305, -0.9288)  0.10

Atomic forces in eV per Å
N 0.6 -0.5 0.4
N 3.0 0.3 1.3
O -0.2 0.6 -1.3
O -0.1 -0.8 -1.2
S -1.6 -2.0 1.4
H 0.4 1.0 -1.6
H -0.8 -0.2 1.2
H -0.5 0.4 -0.7
H -0.7 1.3 0.5

---

DFT (ωB97M-V/def2-TZVPD) results for 2 unconnected molecules or ions with the total composition H4N2O2S.

Calculated values
HOMO level (spin up / spin down) ... -11.3 / -9.3 eV
HOMO-LUMO gap (spin up / spin down) ... 9.9 / 8.4 eV
Maximum force ... 0.048 hartree/bohr
Charge ... 0
Calculated total energy ... -660.437324 a.u.
LUMO level (spin up / spin down) ... -1.4 / -0.9 eV

Last column: Löwdin charge in e.
Geometry (Å):
N (0.8644, 1.0688, 1.5438)  0.06
N (-1.4004, -0.3173, -0.4939)  -0.09
O (0.3747, 0.1347, -2.0336)  -0.35
O (0.7188, -1.9874, -0.7798)  -0.35
S (0.1802, -0.6191, -0.8362)  0.69
H (1.5602, 1.6079, 1.0914)  -0.06
H (1.4183, 0.4122, 2.1592)  0.00
H (-1.8530, 0.4328, -0.9087)  0.05
H (-1.8633, -0.7326, 0.2578)  0.05

Atomic forces in eV per Å
N -0.6 -1.8 1.2
N 1.3 -2.1 -0.2
O 0.3 0.6 -0.8
O -1.7 1.3 0.3
S 1.0 -0.4 0.8
H 1.2 0.9 -0.8
H -0.6 0.7 -0.8
H -0.5 1.6 -1.1
H -0.4 -0.8 1.4

---

DFT (ωB97M-V/def2-TZVPD) results for H4N2O3 in the gas phase.

Calculated values
HOMO level ... -9.7 eV
HOMO-LUMO gap ... 10.8 eV
Maximum force ... 0.026 hartree/bohr
Charge ... 0
SMILES string ... NOOON
Calculated total energy ... -337.347215 a.u.
LUMO level ... 1.1 eV

Last column: Löwdin charge in e.
Geometry (Å):
N (-2.0582, -0.0208, 0.2355)  0.04
O (-1.1021, -0.5664, -0.5990)  -0.19
O (-0.2208, -1.4228, 0.0089)  -0.09
O (1.0429, -0.6732, 0.6019)  -0.13
N (1.8696, -0.2344, -0.3184)  0.00
H (-1.6477, 0.7209, 0.8016)  0.09
H (-2.4602, -0.7364, 0.8365)  0.09
H (1.4827, 0.4807, -0.9360)  0.10
H (2.3713, -0.9652, -0.8170)  0.10

Atomic forces in eV per Å
N -0.2 0.4 0.4
O 0.1 0.5 -0.8
O 0.9 -0.5 0.7
O -1.3 0.0 0.3
N 0.5 0.3 -0.8
H 0.2 -0.3 0.0
H 0.2 -0.1 -0.1
H 0.0 -0.2 0.3
H -0.3 -0.1 0.1